The following is a quantum chemistry calculation of 10 unconnected molecules or ions with the total composition C24H68N4O10 in a non-equilibrium geometry, from the OMol25 dataset.

Summary:
Energy   -52416.6324 eV
HOMO-LUMO gap   8.441 eV
Structure (SMILES)   NC(N)=O.NC(N)=O.CC(C)O.CC(C)O.CC(C)O.CC(C)O.CC(C)O.CC(C)O.CC(C)O.CO
Energy relative to the best compared isomer or geometry (same formula, charge and spin)   1072.5 kJ/mol
Highest occupied orbital energy   -8.43 eV

The geometry in ORCA input format:
```
! RIJCOSX wB97M-V def2-TZVPD def2/J DEFGRID3
* xyz 0 1
N -4.201 -6.848 12.116
C -5.299 -7.491 12.453
N -5.986 -8.048 11.502
O -5.892 -7.526 13.707
H -3.596 -6.459 12.894
H -3.892 -6.484 11.209
H -6.883 -8.516 11.760
H -5.739 -8.058 10.547
N -1.544 -5.097 11.404
C -2.213 -4.946 10.321
N -1.760 -4.016 9.496
O -3.247 -5.687 9.914
H -1.985 -5.645 12.166
H -0.713 -4.568 11.629
H -2.255 -3.809 8.629
H -0.998 -3.467 9.770
C -4.319 -3.879 5.300
C -3.777 -4.311 6.655
C -2.567 -5.223 6.536
O -3.504 -3.361 7.422
H -5.084 -3.146 5.376
H -4.735 -4.750 4.775
H -3.550 -3.566 4.620
H -4.518 -4.895 7.217
H -2.254 -5.590 7.478
H -1.714 -4.635 6.200
H -2.803 -6.110 5.954
H -4.275 -2.922 7.795
C -3.809 -9.181 4.688
C -4.281 -8.552 5.901
C -5.357 -7.464 5.576
O -4.649 -9.300 6.860
H -3.198 -9.942 4.966
H -3.169 -8.543 4.128
H -4.609 -9.683 4.091
H -3.337 -8.171 6.270
H -5.509 -6.771 6.372
H -6.329 -7.875 5.264
H -5.006 -6.845 4.771
H -4.369 -8.817 7.667
C -2.944 -10.804 13.069
C -1.984 -11.569 12.156
C -0.574 -10.850 11.960
O -1.804 -12.710 12.510
H -2.501 -10.384 13.925
H -3.741 -11.416 13.368
H -3.488 -9.970 12.541
H -2.492 -11.676 11.202
H -0.183 -11.326 11.098
H 0.086 -10.716 12.846
H -0.627 -9.759 11.599
H -1.928 -13.175 11.741
C -4.870 -12.573 9.636
C -5.102 -12.567 11.136
C -5.665 -11.186 11.472
O -6.019 -13.259 11.593
H -4.330 -13.503 9.328
H -4.204 -11.763 9.416
H -5.891 -12.495 9.216
H -4.283 -12.839 11.684
H -5.039 -10.468 11.111
H -5.989 -10.984 12.510
H -6.557 -10.963 10.957
H -5.997 -13.350 12.600
C 0.587 -8.557 9.106
C -0.086 -9.825 8.509
C -1.178 -9.521 7.403
O 0.723 -10.618 8.108
H 1.350 -8.758 9.872
H -0.076 -7.847 9.653
H 1.116 -7.885 8.384
H -0.699 -10.216 9.329
H -2.015 -10.211 7.498
H -0.729 -9.658 6.386
H -1.385 -8.444 7.560
H 1.502 -10.181 7.695
C -8.390 -4.013 8.895
C -7.109 -4.583 8.375
C -6.848 -5.911 9.053
O -7.073 -4.781 7.140
H -8.396 -2.947 8.635
H -8.435 -3.929 10.026
H -9.315 -4.437 8.405
H -6.249 -3.963 8.632
H -6.788 -5.688 10.161
H -5.844 -6.330 8.708
H -7.548 -6.718 8.896
H -7.398 -3.938 6.675
C -2.927 -7.865 15.055
C -1.921 -6.970 14.322
C -1.278 -7.844 13.182
O -2.408 -5.898 13.849
H -2.383 -8.795 15.299
H -3.819 -8.123 14.588
H -3.369 -7.343 15.924
H -1.187 -6.734 15.043
H -2.072 -8.257 12.497
H -0.583 -8.542 13.592
H -0.700 -7.176 12.549
H -2.586 -5.371 14.578
C -3.285 -8.716 9.855
O -4.128 -7.933 9.053
H -3.620 -8.899 10.862
H -2.252 -8.370 9.981
H -3.144 -9.780 9.449
H -3.834 -7.064 9.111
*
```

Atomic partial charges in e from the Löwdin method, atoms 1 to 6: number 1, N, carries 0.18; number 2, C, carries -0.60; number 3, N, carries 0.17; number 4, O, carries -0.16; number 5, H, carries 0.08; number 6, H, carries 0.05


The following is a quantum chemistry calculation of 11 unconnected molecules or ions with the total composition C24H69BrNO15PS in a non-equilibrium geometry, from the OMol25 dataset.

Summary:
Energy   -148361.5545 eV
HOMO-LUMO gap   8.783 eV
Structure (SMILES)   CCC[C@H](C)[C@@]1(CCCCN)OS(=O)(=O)O[C@@]1(C[C@H](C)Br)[PH2]=O.CO.CO.CO.CO.CO.CO.CO.CO.CO.CO
Highest occupied orbital energy   -9.24 eV

The geometry in ORCA input format:
```
! RIJCOSX wB97M-V def2-TZVPD def2/J DEFGRID3
* xyz 0 1
C 4.335 -3.729 0.556
C 3.765 -2.192 0.555
C 2.119 -2.074 0.643
C 1.329 -2.575 -0.703
C 2.342 -2.690 -2.029
C -0.016 -1.677 -1.076
C 0.145 -0.346 -2.020
C 1.459 0.579 -1.712
C 0.968 1.990 -1.002
C 2.089 2.657 -0.003
N 2.679 1.621 0.943
O -0.697 -2.616 -2.029
S -1.780 -3.739 -1.258
O -1.133 -5.169 -1.390
O -3.139 -3.660 -1.994
O -1.633 -2.967 0.294
C -1.201 -1.543 0.098
C -2.658 -0.878 -0.384
C -3.886 -1.202 0.669
C -5.137 -2.032 -0.065
Br -4.729 0.559 1.259
P -0.825 -0.483 1.651
O -0.386 -1.529 2.795
H 5.180 -3.820 1.387
H 4.910 -3.883 -0.478
H 3.475 -4.523 0.690
H 4.241 -1.564 -0.324
H 4.171 -1.685 1.556
H 1.894 -0.909 0.774
H 1.777 -2.686 1.585
H 1.003 -3.704 -0.490
H 1.707 -2.867 -3.011
H 3.052 -1.767 -2.143
H 2.949 -3.706 -1.868
H -0.787 0.370 -2.033
H 0.263 -0.734 -3.142
H 2.337 0.042 -1.158
H 1.896 0.901 -2.776
H 0.812 2.773 -1.891
H -0.113 1.887 -0.509
H 2.929 3.270 -0.589
H 1.511 3.473 0.647
H 2.089 1.630 1.818
H 3.642 1.970 1.168
H -2.910 -1.091 -1.506
H -2.479 0.300 -0.310
H -3.544 -1.744 1.654
H -5.052 -1.811 -1.215
H -6.184 -1.659 0.363
H -4.945 -3.175 0.115
H -1.954 0.243 2.175
H 0.299 0.419 1.499
C 6.809 -1.333 3.042
O 5.441 -1.231 3.393
H 6.915 -2.059 2.232
H 7.172 -0.359 2.705
H 7.384 -1.669 3.908
H 5.378 -0.581 4.112
C -3.934 0.816 -3.976
O -2.993 -0.009 -3.314
H -4.342 1.534 -3.261
H -3.440 1.354 -4.788
H -4.744 0.199 -4.373
H -2.648 -0.636 -3.973
C 2.121 -5.220 3.946
O 2.188 -3.901 3.438
H 2.923 -5.814 3.500
H 2.246 -5.201 5.031
H 1.156 -5.663 3.688
H 1.465 -3.399 3.851
C -6.897 3.220 -4.895
O -5.680 2.880 -5.534
H -6.675 3.769 -3.977
H -7.494 3.851 -5.559
H -7.447 2.309 -4.649
H -5.908 2.395 -6.345
C 6.949 0.618 -0.452
O 6.753 -0.773 -0.625
H 6.290 0.973 0.345
H 7.988 0.809 -0.174
H 6.707 1.140 -1.381
H 7.350 -1.059 -1.337
C 2.245 6.557 -0.107
O 1.051 5.798 -0.168
H 2.905 6.121 0.647
H 2.742 6.533 -1.080
H 2.009 7.587 0.169
H 0.486 6.208 -0.845
C 0.707 10.393 -0.287
O -0.103 9.368 -0.832
H 1.635 10.456 -0.861
H 0.178 11.347 -0.348
H 0.940 10.160 0.755
H -0.918 9.336 -0.303
C -5.353 0.391 4.975
O -5.305 -1.020 4.873
H -5.691 0.664 5.978
H -4.356 0.804 4.804
H -6.055 0.787 4.236
H -5.002 -1.231 3.974
C -5.379 -0.910 -7.406
O -5.798 -0.023 -6.386
H -4.495 -0.495 -7.897
H -5.128 -1.879 -6.967
H -6.179 -1.027 -8.141
H -6.583 -0.418 -5.969
C 0.784 -4.214 8.155
O 0.858 -4.317 6.745
H 1.411 -4.989 8.602
H 1.145 -3.231 8.469
H -0.251 -4.354 8.478
H 0.292 -3.617 6.378
*
```

Atomic partial charges in e from the Löwdin method, atoms 1 to 6: number 1, C, carries -0.13; number 2, C, carries -0.24; number 3, C, carries -0.17; number 4, C, carries -0.22; number 5, C, carries -0.07; number 6, C, carries -0.29


Q: The highest HOMO-LUMO gap belongs to which entry?
A: C24H69BrNO15PS


Q: Among the records above, which one has the highest HOMO-LUMO gap?
A: C24H69BrNO15PS


Q: Which of these has the lowest highest occupied orbital energy?
A: C24H69BrNO15PS


Q: HOMO-LUMO gap of number 1 (C24H68N4O10)?
A: 8.441 eV